[1]
Density functional theory data (wB97M-V/def2-TZVPD) for the molecule C4H4N2O in a non-equilibrium geometry.

Structure (XYZ):
```
11
C4H4N2O wB97M-V/def2-TZVPD
N 2.697 0.678 1.094
C 1.881 0.360 0.273
C 1.017 -0.328 -0.663
O 0.101 -1.179 -0.131
C -1.270 -0.780 -0.153
C -1.417 0.540 0.492
N -1.479 1.588 0.977
H 0.854 0.079 -1.668
H 1.120 1.198 0.370
H -1.682 -0.729 -1.172
H -1.816 -1.532 0.425
```

Output
Spin multiplicity   1
Energy relative to the best compared isomer or geometry (same formula, charge and spin)   542.3 kJ/mol
Orbital gap (spin up / spin down)   8.32 / 8.76 eV

Per-atom natural (NBO) charges, elementary charge units: atom 1 (N): -0.23, atom 2 (C): -0.13, atom 3 (C): 0.04, atom 4 (O): -0.48, atom 5 (C): -0.16, atom 6 (C): 0.23, atom 7 (N): -0.28, atom 8 (H): 0.20, atom 9 (H): 0.35, atom 10 (H): 0.22, atom 11 (H): 0.24



[2]
Density functional theory data (wB97M-V/def2-TZVPD) for a structure of composition C107H99As2ClGe2IKN2OP2S4 in a non-equilibrium geometry.

Structure (XYZ):
```
222
C107H99As2ClGe2IKN2OP2S4 wB97M-V/def2-TZVPD
K -0.534 -0.241 0.334
C 0.416 1.096 -2.216
C 0.102 0.436 -3.549
As -1.250 -1.002 -3.473
C -0.183 -2.633 -3.445
C -0.895 -3.793 -3.730
C -0.248 -4.986 -3.981
C 1.137 -5.036 -3.942
C 1.852 -3.899 -3.613
C 1.196 -2.706 -3.363
C -1.259 -1.250 -5.467
C -0.090 -1.236 -6.220
C -0.088 -1.541 -7.568
C -1.267 -1.905 -8.194
C -2.440 -1.941 -7.462
C -2.436 -1.603 -6.118
As 0.066 3.015 -2.021
C 1.494 3.726 -3.211
C 1.774 3.242 -4.483
C 2.771 3.803 -5.261
C 3.500 4.880 -4.789
C 3.235 5.379 -3.526
C 2.245 4.802 -2.750
C -1.368 3.277 -3.327
C -1.432 4.465 -4.052
C -2.503 4.728 -4.885
C -3.526 3.804 -5.011
C -3.474 2.620 -4.294
C -2.412 2.366 -3.446
H 1.461 0.942 -1.932
H -0.177 0.636 -1.433
H 1.016 0.043 -3.998
H -0.333 1.158 -4.253
H -1.982 -3.741 -3.766
H -0.819 -5.878 -4.213
H 1.654 -5.964 -4.153
H 2.928 -3.947 -3.547
H 1.779 -1.838 -3.089
H 0.854 -1.001 -5.751
H 0.837 -1.503 -8.127
H -1.264 -2.171 -9.244
H -3.363 -2.236 -7.946
H -3.369 -1.622 -5.555
H 1.200 2.419 -4.886
H 2.978 3.399 -6.244
H 4.260 5.337 -5.408
H 3.805 6.218 -3.149
H 2.026 5.191 -1.761
H -0.626 5.190 -3.958
H -2.540 5.658 -5.438
H -4.369 4.013 -5.654
H -4.267 1.893 -4.385
H -2.400 1.458 -2.852
N 2.079 2.678 0.288
P 3.059 1.258 0.402
C 4.477 1.875 1.417
C 5.102 0.952 2.249
C 6.112 1.351 3.107
C 6.520 2.673 3.139
C 5.919 3.595 2.301
C 4.899 3.200 1.456
C 3.896 1.324 -1.241
C 3.925 0.125 -1.945
C 4.496 0.074 -3.205
C 5.067 1.206 -3.758
C 5.053 2.399 -3.055
C 4.459 2.460 -1.808
P 0.748 2.442 1.372
C 1.655 2.790 2.938
C 2.274 1.684 3.508
C 3.154 1.839 4.562
C 3.407 3.101 5.072
C 2.761 4.203 4.536
C 1.893 4.053 3.469
C -0.163 4.017 1.173
C -1.536 3.921 1.375
C -2.350 5.033 1.257
C -1.795 6.263 0.944
C -0.430 6.371 0.740
C 0.382 5.255 0.845
H 2.576 3.550 0.464
H 4.783 -0.080 2.237
H 6.566 0.632 3.772
H 7.300 2.994 3.816
H 6.234 4.631 2.313
H 4.442 3.956 0.829
H 3.496 -0.758 -1.487
H 4.496 -0.853 -3.764
H 5.528 1.162 -4.736
H 5.492 3.287 -3.488
H 4.442 3.403 -1.283
H 2.042 0.698 3.128
H 3.645 0.974 4.976
H 4.100 3.230 5.892
H 2.939 5.189 4.948
H 1.400 4.924 3.057
H -1.953 2.952 1.620
H -3.418 4.938 1.394
H -2.425 7.136 0.846
H 0.006 7.332 0.497
H 1.445 5.358 0.671
C 4.433 -8.261 6.741
C 3.477 -7.112 6.592
C 2.154 -7.315 6.232
C 1.262 -6.261 6.112
C -0.144 -6.504 5.665
C 1.695 -4.965 6.401
C 3.031 -4.740 6.746
C 3.507 -3.358 7.070
C 3.908 -5.813 6.810
C 0.692 -3.909 6.684
C 0.043 -4.122 7.903
C -0.882 -3.224 8.387
C -1.108 -2.065 7.674
C -0.458 -1.827 6.465
C 0.426 -2.770 5.929
Ge 0.996 -2.544 3.959
S -0.011 -0.947 3.007
S 0.769 -4.513 2.809
Ge 2.593 -3.708 1.637
S 2.165 -2.562 -0.093
S 3.273 -2.485 3.509
C 3.860 -5.224 1.058
C 3.417 -6.532 0.863
C 4.239 -7.481 0.258
C 5.525 -7.164 -0.129
C 5.976 -5.875 0.069
C 5.144 -4.904 0.618
C 5.709 -3.534 0.630
C 5.723 -2.830 -0.578
C 5.094 -3.426 -1.800
C 6.368 -1.608 -0.640
C 7.028 -1.087 0.462
C 7.761 0.215 0.332
C 7.023 -1.808 1.643
C 6.372 -3.030 1.746
C 6.443 -3.840 3.003
C 2.106 -7.051 1.316
C 0.969 -6.935 0.519
C 1.054 -6.221 -0.792
C -0.214 -7.517 0.950
C -0.281 -8.223 2.140
C -1.566 -8.839 2.614
C 0.874 -8.364 2.895
C 2.071 -7.795 2.495
C 3.316 -7.955 3.315
C -0.723 -0.476 5.916
C -1.940 -0.162 5.316
C -2.943 -1.226 4.992
C -2.197 1.153 4.961
C -1.286 2.161 5.217
C -1.570 3.584 4.837
C -0.091 1.837 5.843
C 0.203 0.532 6.194
C 1.490 0.188 6.880
H 3.914 -9.213 6.652
H 4.925 -8.224 7.713
H 5.204 -8.214 5.972
H 1.795 -8.321 6.068
H -0.404 -7.556 5.748
H -0.234 -6.203 4.619
H -0.851 -5.910 6.241
H 2.814 -2.860 7.749
H 3.562 -2.767 6.155
H 4.498 -3.383 7.521
H 4.941 -5.634 7.079
H 0.281 -5.015 8.468
H -1.406 -3.415 9.316
H -1.798 -1.318 8.049
H 3.851 -8.481 0.100
H 6.161 -7.910 -0.588
H 6.980 -5.599 -0.231
H 4.112 -3.824 -1.554
H 5.710 -4.244 -2.180
H 4.986 -2.679 -2.579
H 6.382 -1.051 -1.567
H 7.066 1.013 0.074
H 8.504 0.145 -0.463
H 8.262 0.476 1.260
H 7.554 -1.419 2.500
H 6.798 -3.237 3.834
H 7.118 -4.687 2.862
H 5.460 -4.230 3.255
H 1.813 -6.681 -1.425
H 1.354 -5.184 -0.640
H 0.103 -6.233 -1.317
H -1.103 -7.418 0.342
H -2.331 -8.793 1.843
H -1.936 -8.309 3.492
H -1.412 -9.883 2.893
H 0.836 -8.926 3.817
H 3.199 -8.742 4.054
H 3.530 -7.021 3.833
H 4.175 -8.189 2.686
H -2.677 -2.170 5.461
H -2.959 -1.375 3.913
H -3.942 -0.933 5.314
H -3.129 1.392 4.466
H -2.584 3.689 4.458
H -0.878 3.904 4.059
H -1.442 4.241 5.698
H 0.622 2.621 6.054
H 2.090 1.080 7.043
H 2.058 -0.511 6.267
H 1.296 -0.294 7.840
Cl -6.739 -3.147 0.586
C -5.413 -2.078 0.213
C -5.649 -0.727 0.158
C -4.616 0.128 -0.176
I -4.972 2.208 -0.231
C -3.318 -0.275 -0.512
O -2.392 0.515 -0.851
C -3.101 -1.706 -0.433
N -1.860 -2.126 -0.722
C -1.569 -3.394 -0.589
C -2.506 -4.355 -0.187
C -3.791 -3.962 0.067
C -4.133 -2.600 -0.043
H -6.636 -0.346 0.373
H -0.546 -3.670 -0.803
H -2.199 -5.385 -0.080
H -4.550 -4.672 0.367
```

Output
Spin multiplicity   1
Total charge   -2
Orbital gap   5.89 eV

Löwdin atomic charge list, values in e, 99 entries: atom 1 (K): 0.37, atom 2 (C): -0.44, atom 3 (C): -0.42, atom 4 (As): 1.39, atom 5 (C): -0.40, atom 6 (C): -0.14, atom 7 (C): -0.10, atom 8 (C): -0.11, atom 9 (C): -0.09, atom 10 (C): -0.13, atom 11 (C): -0.36, atom 12 (C): -0.11, atom 13 (C): -0.10, atom 14 (C): -0.12, atom 15 (C): -0.11, atom 16 (C): -0.13, atom 17 (As): 1.37, atom 18 (C): -0.36, atom 19 (C): -0.09, atom 20 (C): -0.09, atom 21 (C): -0.12, atom 22 (C): -0.11, atom 23 (C): -0.14, atom 24 (C): -0.38, atom 25 (C): -0.12, atom 26 (C): -0.11, atom 27 (C): -0.11, atom 28 (C): -0.09, atom 29 (C): -0.13, atom 30 (H): 0.04, atom 31 (H): -0.07, atom 32 (H): 0.05, atom 33 (H): 0.04, atom 34 (H): 0.10, atom 35 (H): 0.10, atom 36 (H): 0.10, atom 37 (H): 0.09, atom 38 (H): 0.07, atom 39 (H): 0.09, atom 40 (H): 0.10, atom 41 (H): 0.09, atom 42 (H): 0.09, atom 43 (H): 0.09, atom 44 (H): 0.09, atom 45 (H): 0.10, atom 46 (H): 0.10, atom 47 (H): 0.10, atom 48 (H): 0.08, atom 49 (H): 0.10, atom 50 (H): 0.09, atom 51 (H): 0.09, atom 52 (H): 0.10, atom 53 (H): 0.05, atom 54 (N): -0.42, atom 55 (P): 1.03, atom 56 (C): -0.34, atom 57 (C): -0.12, atom 58 (C): -0.10, atom 59 (C): -0.10, atom 60 (C): -0.09, atom 61 (C): -0.10, atom 62 (C): -0.35, atom 63 (C): -0.14, atom 64 (C): -0.10, atom 65 (C): -0.09, atom 66 (C): -0.10, atom 67 (C): -0.09, atom 68 (P): 0.94, atom 69 (C): -0.34, atom 70 (C): -0.15, atom 71 (C): -0.10, atom 72 (C): -0.09, atom 73 (C): -0.10, atom 74 (C): -0.10, atom 75 (C): -0.43, atom 76 (C): -0.13, atom 77 (C): -0.09, atom 78 (C): -0.09, atom 79 (C): -0.09, atom 80 (C): -0.15, atom 81 (H): 0.02, atom 82 (H): 0.08, atom 83 (H): 0.10, atom 84 (H): 0.10, atom 85 (H): 0.10, atom 86 (H): 0.09, atom 87 (H): 0.02, atom 88 (H): 0.09, atom 89 (H): 0.10, atom 90 (H): 0.10, atom 91 (H): 0.09, atom 92 (H): 0.03, atom 93 (H): 0.11, atom 94 (H): 0.10, atom 95 (H): 0.09, atom 96 (H): 0.09, atom 97 (H): 0.09, atom 98 (H): 0.09, atom 99 (H): 0.09



[3]
Density functional theory data (wB97M-V/def2-TZVPD) for a cluster of 2 separate species, CH3N2O2 in total in a non-equilibrium geometry.

Structure (XYZ):
```
8
CH3N2O2 wB97M-V/def2-TZVPD
C 0.076 0.103 -0.638
N -0.367 1.621 -3.554
N -0.044 -0.577 0.478
O -0.821 1.103 -4.396
O -0.310 -0.233 -1.747
H 0.582 1.080 -0.514
H 0.300 -0.226 1.359
H -0.477 -1.492 0.473
```

Output
Spin multiplicity   1
Energy relative to the best compared isomer or geometry (same formula, charge and spin)   48.8 kJ/mol
Total charge   +1
Orbital gap (spin up / spin down)   6.74 / 6.74 eV

Per-atom natural (NBO) charges, elementary charge units: atom 1 (C): 0.54, atom 2 (N): 0.71, atom 3 (N): -0.75, atom 4 (O): 0.14, atom 5 (O): -0.62, atom 6 (H): 0.14, atom 7 (H): 0.43, atom 8 (H): 0.42



[4]
Density functional theory data (wB97M-V/def2-TZVPD) for a structure of composition C25H20BrN6O4RhS2 in a non-equilibrium geometry.

Structure (XYZ):
```
59
C25H20BrN6O4RhS2 wB97M-V/def2-TZVPD
Rh 0.701 -1.654 -0.140
Br 2.607 -0.754 1.093
C -0.007 -6.255 4.077
C 0.183 -5.119 3.115
C -0.349 -3.859 3.357
C -0.175 -2.853 2.428
N 0.492 -3.051 1.294
C 1.022 -4.251 1.045
C 0.890 -5.298 1.930
H -0.561 -5.942 4.959
H 0.959 -6.652 4.393
H -0.552 -7.068 3.595
H -0.900 -3.656 4.265
H -0.581 -1.868 2.589
H 1.560 -4.355 0.113
H 1.334 -6.256 1.694
O -2.341 -1.746 -2.897
S -2.143 -2.470 -1.641
N -0.811 -2.642 -1.054
N -2.554 4.592 0.257
C -2.969 5.741 0.894
C -3.669 6.862 0.454
C -3.925 7.837 1.395
C -3.503 7.702 2.730
C -2.811 6.590 3.158
C -2.539 5.594 2.218
N -1.882 4.386 2.373
C -1.912 3.827 1.196
C -1.387 2.484 0.922
C -0.730 1.791 1.932
C -0.317 0.499 1.701
N -0.528 -0.134 0.537
C -1.118 0.546 -0.455
C -1.560 1.843 -0.298
H -2.687 4.371 -0.713
H -3.999 6.964 -0.572
H -4.467 8.726 1.101
H -3.731 8.494 3.432
H -2.488 6.477 4.184
H -0.554 2.270 2.884
H 0.201 -0.056 2.467
H -1.241 0.041 -1.401
H -2.035 2.324 -1.142
O 4.121 -3.793 -1.923
S 2.958 -3.396 -2.655
O 2.141 -4.417 -3.238
N 2.031 -2.369 -1.759
C 1.875 -1.193 -2.331
O 1.102 -0.366 -1.779
C 2.669 -0.990 -3.562
C 2.809 0.147 -4.332
C 3.665 0.085 -5.425
C 4.346 -1.089 -5.733
C 4.195 -2.235 -4.958
C 3.352 -2.155 -3.871
H 2.274 1.051 -4.075
H 3.808 0.961 -6.045
H 5.009 -1.112 -6.588
H 4.723 -3.149 -5.192
```

Output
Spin multiplicity   1
Energy relative to the best compared isomer or geometry (same formula, charge and spin)   108.3 kJ/mol
Orbital gap   7.62 eV

Per-atom natural (NBO) charges, elementary charge units: atom 1 (Rh): 0.99, atom 2 (Br): -0.48, atom 3 (C): -0.64, atom 4 (C): 0.06, atom 5 (C): -0.24, atom 6 (C): 0.08, atom 7 (N): -0.36, atom 8 (C): 0.08, atom 9 (C): -0.23, atom 10 (H): 0.22, atom 11 (H): 0.23, atom 12 (H): 0.24, atom 13 (H): 0.23, atom 14 (H): 0.21, atom 15 (H): 0.24, atom 16 (H): 0.23, atom 17 (O): -0.94, atom 18 (S): 1.40, atom 19 (N): -1.08, atom 20 (N): -0.54, atom 21 (C): 0.17, atom 22 (C): -0.26, atom 23 (C): -0.20, atom 24 (C): -0.23, atom 25 (C): -0.18, atom 26 (C): 0.06, atom 27 (N): -0.43, atom 28 (C): 0.32, atom 29 (C): 0.08, atom 30 (C): -0.24, atom 31 (C): 0.07, atom 32 (N): -0.40, atom 33 (C): 0.07, atom 34 (C): -0.26, atom 35 (H): 0.42, atom 36 (H): 0.22, atom 37 (H): 0.22, atom 38 (H): 0.22, atom 39 (H): 0.23, atom 40 (H): 0.26, atom 41 (H): 0.23, atom 42 (H): 0.25, atom 43 (H): 0.22, atom 44 (O): -0.91, atom 45 (S): 2.32, atom 46 (O): -0.91, atom 47 (N): -0.84, atom 48 (C): 0.63, atom 49 (O): -0.61, atom 50 (C): -0.07, atom 51 (C): -0.17, atom 52 (C): -0.20, atom 53 (C): -0.18, atom 54 (C): -0.18, atom 55 (C): -0.30, atom 56 (H): 0.23, atom 57 (H): 0.22, atom 58 (H): 0.22, atom 59 (H): 0.24



[5]
Density functional theory data (wB97M-V/def2-TZVPD) for a cluster of 2 separate species, C4H11NS in total in a non-equilibrium geometry.

Structure (XYZ):
```
17
C4H11NS wB97M-V/def2-TZVPD
C 3.564 -4.735 2.269
C 4.359 -4.443 1.199
N 4.401 -5.311 0.143
H 3.682 -4.310 3.271
H 2.735 -5.414 2.081
H 5.255 -3.784 1.326
H 3.478 -5.804 -0.156
H 5.143 -5.121 -0.384
C -4.200 4.687 -1.720
C -3.258 3.697 -1.085
S -2.006 4.412 -0.044
H -3.639 5.523 -2.164
H -5.051 4.263 -2.270
H -4.713 5.206 -0.839
H -3.914 3.098 -0.497
H -2.657 3.115 -1.731
H -3.179 4.920 0.601
```

Output
Spin multiplicity   1
SMILES   C=CN.CCS
Energy relative to the best compared isomer or geometry (same formula, charge and spin)   227.1 kJ/mol
Orbital gap   8.76 eV

Per-atom natural (NBO) charges, elementary charge units: atom 1 (C): -0.53, atom 2 (C): 0.00, atom 3 (N): -0.83, atom 4 (H): 0.21, atom 5 (H): 0.18, atom 6 (H): 0.19, atom 7 (H): 0.40, atom 8 (H): 0.38, atom 9 (C): -0.62, atom 10 (C): -0.53, atom 11 (S): -0.03, atom 12 (H): 0.22, atom 13 (H): 0.22, atom 14 (H): 0.19, atom 15 (H): 0.20, atom 16 (H): 0.21, atom 17 (H): 0.12



[6]
Density functional theory data (wB97M-V/def2-TZVPD) for the molecule C9H4 in a non-equilibrium geometry.

Structure (XYZ):
```
13
C9H4 wB97M-V/def2-TZVPD
C 0.932 -1.556 -0.447
C 0.799 1.495 -0.686
C 1.502 -0.668 0.410
C -0.178 -0.845 -1.006
C 1.479 0.824 0.309
C -0.191 0.593 -1.091
C -1.929 0.034 0.687
C 1.323 0.142 1.550
C -1.323 -0.071 -0.501
H 0.985 -2.625 -0.721
H 1.116 2.520 -0.872
H -2.081 -0.812 1.271
H -2.435 0.969 1.098
```

Output
Spin multiplicity   1
Energy relative to the best compared isomer or geometry (same formula, charge and spin)   33.8 kJ/mol
Orbital gap   7.64 eV

Per-atom natural (NBO) charges, elementary charge units: atom 1 (C): -0.20, atom 2 (C): -0.21, atom 3 (C): -0.04, atom 4 (C): -0.03, atom 5 (C): -0.02, atom 6 (C): 0.01, atom 7 (C): -0.48, atom 8 (C): 0.01, atom 9 (C): 0.02, atom 10 (H): 0.26, atom 11 (H): 0.26, atom 12 (H): 0.21, atom 13 (H): 0.22